Entry 1:
The following is a DFT calculation (ωB97M-V/def2-TZVPD) of a single C19H23BrN2O4 molecule.

Element x y z (Å)
C1 0.36 4.72 2.17
H1 0.20 3.86 2.84
O1 -0.34 4.57 0.96
C2 -0.05 3.50 0.18
C3 -0.77 3.39 -1.01
C4 -0.55 2.33 -1.87
C5 0.38 1.35 -1.56
C6 1.12 1.46 -0.37
C7 0.90 2.53 0.49
H2 1.48 2.57 1.39
N1 2.03 0.44 -0.08
C8 2.42 0.02 1.15
O2 2.28 0.64 2.18
C9 3.12 -1.33 1.09
N2 2.54 -2.22 0.09
C10 3.49 -3.23 -0.34
H3 4.38 -2.74 -0.73
H4 3.79 -3.91 0.47
H5 3.04 -3.82 -1.14
C11 1.29 -2.82 0.55
H6 1.39 -3.26 1.56
C12 0.14 -1.82 0.53
O3 -1.07 -2.53 0.68
C13 -2.23 -1.83 0.57
C14 -3.41 -2.57 0.66
C15 -4.64 -1.96 0.55
C16 -4.69 -0.60 0.33
C17 -3.54 0.16 0.25
C18 -2.31 -0.45 0.37
H7 -1.42 0.16 0.30
H8 -3.59 1.23 0.09
Br1 -6.39 0.25 0.16
H9 -5.54 -2.54 0.62
H10 -3.33 -3.64 0.83
H11 0.25 -1.09 1.34
H12 0.14 -1.30 -0.44
H13 1.03 -3.63 -0.14
H14 4.17 -1.14 0.82
H15 3.12 -1.76 2.10
H16 2.16 -0.23 -0.83
O4 0.65 0.24 -2.33
C19 -0.06 0.08 -3.53
H17 -1.14 -0.01 -3.36
H18 0.13 0.90 -4.22
H19 0.31 -0.85 -3.97
H20 -1.14 2.27 -2.78
H21 -1.50 4.14 -1.24
H22 -0.04 5.62 2.64
H23 1.43 4.85 2.01

Summary:
Net charge: 0
SMILES: COc1ccc(OC)c(NC(=O)CN(C)CCOc2ccc(Br)cc2)c1
Largest force on an atom in hartree/bohr: 0.0112
LUMO energy in eV: 0.619
Electronic energy in eV: -101288.43138

natural (NBO) population analysis, charges in e, atoms 1 to 4:
1. C -0.253
2. H 0.182
3. O -0.493
4. C 0.304

***

Entry 2:
The following is a DFT calculation (ωB97M-V/def2-TZVPD) of C22H26BrN5OPd as an isolated structure.

Element x y z (Å)
Pd1 0.05 -0.67 -0.42
Br1 -4.45 2.82 4.39
C1 -3.47 2.28 2.84
C2 -2.92 3.26 2.00
C3 -2.17 2.86 0.93
C4 -1.91 1.49 0.60
O1 -1.09 1.21 -0.33
C5 -2.59 0.52 1.43
C6 -2.43 -0.91 1.27
N1 -2.01 -1.48 0.20
C7 -1.90 -2.87 0.15
C8 -2.94 -3.69 0.54
C9 -2.85 -5.09 0.43
C10 -1.72 -5.68 -0.05
C11 -0.63 -4.88 -0.46
C12 0.57 -5.44 -0.96
C13 1.58 -4.63 -1.35
C14 1.41 -3.24 -1.26
N2 0.32 -2.67 -0.79
C15 -0.71 -3.47 -0.38
C16 -3.32 0.95 2.55
H1 -3.08 4.31 2.21
H2 -1.72 3.60 0.27
H3 -2.62 -1.52 2.17
H4 -3.85 -3.23 0.90
H5 -3.69 -5.70 0.74
H6 -1.64 -6.76 -0.12
H7 0.65 -6.52 -1.03
H8 2.51 -5.03 -1.74
H9 2.18 -2.56 -1.62
H10 -3.77 0.21 3.20
N3 3.40 2.56 5.02
C17 2.58 1.80 3.98
C18 2.70 0.32 4.25
C19 1.92 -0.47 3.15
N4 2.57 -0.49 1.86
C20 0.49 0.07 3.05
C21 0.38 1.58 2.90
N5 0.95 2.03 1.64
C22 1.15 2.28 4.03
H11 4.38 2.27 5.00
H12 3.03 2.37 5.95
H13 3.35 3.56 4.85
H14 3.02 2.05 3.01
H15 2.27 0.09 5.23
H16 3.74 -0.01 4.25
H17 1.87 -1.50 3.50
H18 3.47 -0.94 1.83
H19 2.53 0.36 1.33
H20 -0.06 -0.23 3.95
H21 0.00 -0.39 2.19
H22 -0.67 1.85 3.01
H23 0.57 2.95 1.43
H24 0.58 1.45 0.87
H25 0.70 2.04 5.00
H26 1.10 3.37 3.89

Summary:
Net charge: 0
Largest force on an atom in hartree/bohr: 0.0136
LUMO energy (spin up / spin down) in eV: -1.276 / -1.276
Electronic energy in eV: -106253.94022

natural (NBO) population analysis, charges in e, atoms 1 to 4:
1. Pd 0.146
2. Br -0.007
3. C -0.188
4. C -0.243

***

Entry 3:
The following is a DFT calculation (ωB97M-V/def2-TZVPD) of C4H14N4 as an isolated structure at a distorted geometry.

Element x y z (Å)
C1 -1.06 -0.59 -0.02
C2 0.52 1.42 0.70
C3 0.98 -2.09 0.09
C4 1.95 0.97 0.83
N1 -1.20 0.78 0.37
N2 0.36 -0.83 -0.33
N3 -2.09 1.61 -0.37
N4 -1.89 -1.07 -1.10
H1 0.64 -0.49 -1.24
H2 -1.31 -1.19 0.86
H3 -1.89 1.75 -1.36
H4 -2.27 2.53 0.02
H5 -2.20 -0.36 -1.75
H6 -1.60 -1.92 -1.58
H7 0.44 2.25 0.00
H8 0.19 1.78 1.67
H9 0.58 -2.94 -0.47
H10 0.78 -2.25 1.15
H11 2.06 -2.03 -0.06
H12 2.41 0.78 -0.15
H13 2.54 1.78 1.28
H14 2.06 0.11 1.48

Summary:
Net charge: 0
Largest force on an atom in hartree/bohr: 0.0677
LUMO energy in eV: 1.008
Electronic energy in eV: -10331.40559

natural (NBO) population analysis, charges in e, atoms 1 to 4:
1. C 0.252
2. C -0.219
3. C -0.410
4. C -0.621

***

Entry 4:
The following is a DFT calculation (ωB97M-V/def2-TZVPD) of a single C20H22N6 molecule.

Element x y z (Å)
C1 -4.87 1.09 -4.64
C2 -4.15 1.03 -3.33
C3 -4.85 1.02 -2.13
C4 -4.19 0.99 -0.92
C5 -2.79 0.98 -0.88
C6 -2.08 0.98 -2.07
C7 -2.76 1.01 -3.28
H1 -2.20 1.02 -4.20
H2 -1.01 0.97 -2.05
N1 -2.18 0.96 0.37
C8 -0.88 1.03 0.73
N2 0.09 1.02 -0.19
C9 1.32 1.14 0.28
N3 1.64 1.28 1.55
C10 0.61 1.21 2.40
N4 -0.67 1.08 2.05
N5 0.89 1.31 3.72
H3 0.16 1.07 4.37
H4 1.85 1.19 3.99
C11 2.45 1.07 -0.72
N6 3.22 -0.15 -0.71
C12 3.84 -0.47 0.56
C13 2.93 -1.18 1.53
C14 3.21 -1.15 2.89
C15 2.37 -1.76 3.80
C16 1.23 -2.41 3.35
C17 0.95 -2.45 2.00
C18 1.80 -1.85 1.08
C19 1.45 -1.89 -0.39
C20 2.57 -1.32 -1.27
H5 3.35 -2.08 -1.40
H6 2.18 -1.06 -2.25
H7 0.53 -1.32 -0.55
H8 1.24 -2.92 -0.68
H9 0.06 -2.96 1.65
H10 0.56 -2.88 4.06
H11 2.60 -1.73 4.86
H12 4.09 -0.63 3.23
H13 4.70 -1.12 0.34
H14 4.21 0.45 1.01
H15 3.14 1.90 -0.50
H16 2.03 1.21 -1.72
H17 -2.81 0.97 1.17
H18 -4.75 0.98 0.00
H19 -5.93 1.03 -2.14
H20 -4.33 0.53 -5.41
H21 -5.88 0.69 -4.56
H22 -4.94 2.13 -4.98

Summary:
Net charge: 0
SMILES: Cc1ccc(Nc2nc(N)nc(CN3CCc4ccccc4C3)n2)cc1
Largest force on an atom in hartree/bohr: 0.0126
LUMO energy in eV: 0.854
Electronic energy in eV: -30039.64424

natural (NBO) population analysis, charges in e, atoms 1 to 4:
1. C -0.623
2. C -0.047
3. C -0.188
4. C -0.265

***

Entry 5:
The following is a DFT calculation (ωB97M-V/def2-TZVPD) of a 4-piece molecular cluster, C4H16O4 overall at a distorted geometry.

Element x y z (Å)
C1 2.51 2.65 -0.61
O1 1.11 2.72 -0.73
H1 3.01 3.60 -0.38
H2 2.84 2.23 -1.38
H3 2.65 1.82 0.24
H4 0.86 3.14 -1.51
C2 1.37 -2.85 2.55
O2 2.49 -3.54 3.06
H5 1.53 -2.88 1.46
H6 1.46 -1.81 2.83
H7 0.33 -2.95 2.92
H8 3.04 -2.88 3.51
C3 0.02 -0.47 -0.83
O3 -0.78 0.51 -0.15
H9 1.11 -0.11 -0.98
H10 -0.16 -0.56 -1.84
H11 0.15 -1.23 -0.13
H12 -0.06 1.25 -0.04
C4 -4.14 0.23 -1.65
O4 -3.53 0.19 -0.31
H13 -3.74 -0.46 -2.29
H14 -4.26 1.09 -2.15
H15 -5.18 -0.11 -1.33
H16 -2.62 0.42 -0.27

Summary:
Net charge: 0
SMILES: CO.CO.CO.CO
Largest force on an atom in hartree/bohr: 0.1680
LUMO energy in eV: 0.451
Electronic energy in eV: -12593.18035

natural (NBO) population analysis, charges in e, atoms 1 to 4:
1. C -0.212
2. O -0.740
3. H 0.173
4. H 0.151

***

Entry 6:
The following is a DFT calculation (ωB97M-V/def2-TZVPD) of C38H53N4OP2SZn as an isolated structure at a distorted geometry.

Element x y z (Å)
C1 -1.95 -1.89 -1.56
C2 0.21 -1.70 -2.46
C3 -2.30 -2.87 -2.48
C4 -0.10 -2.63 -3.46
C5 -1.37 -3.23 -3.45
H1 -3.31 -3.28 -2.45
H2 0.66 -2.90 -4.20
H3 -1.62 -3.96 -4.22
N1 -0.69 -1.42 -1.48
P1 -2.55 0.38 0.01
P2 2.34 -0.79 -0.80
C6 -2.96 -1.34 -0.55
H4 -3.97 -1.38 -0.98
H5 -2.96 -2.01 0.33
C7 0.01 1.88 1.50
O1 0.50 2.76 2.03
C8 1.47 -0.89 -2.45
H6 2.16 -1.13 -3.27
C9 3.77 0.48 -1.06
C10 3.08 -2.53 -0.55
C11 -3.32 1.49 -1.32
C12 -3.41 0.50 1.69
C13 3.33 1.84 -0.49
H7 3.12 1.78 0.58
H8 4.14 2.56 -0.64
H9 2.43 2.23 -0.99
C14 5.03 0.05 -0.30
H10 4.84 -0.08 0.78
H11 5.48 -0.87 -0.70
H12 5.79 0.84 -0.40
C15 4.12 0.67 -2.55
H13 4.96 1.38 -2.61
H14 4.43 -0.26 -3.04
H15 3.29 1.11 -3.11
C16 3.70 -2.59 0.87
H16 3.14 -1.98 1.59
H17 3.68 -3.63 1.22
H18 4.75 -2.27 0.88
C17 1.92 -3.54 -0.57
H19 1.14 -3.25 0.14
H20 1.49 -3.66 -1.57
H21 2.31 -4.52 -0.26
C18 4.09 -2.86 -1.66
H22 4.10 -2.15 -2.49
H23 5.12 -2.93 -1.25
H24 3.86 -3.85 -2.08
C19 -3.27 1.93 2.23
H25 -3.56 1.93 3.29
H26 -2.23 2.29 2.16
H27 -3.93 2.64 1.70
C20 -2.71 -0.46 2.67
H28 -2.86 -1.52 2.42
H29 -1.63 -0.27 2.74
H30 -3.13 -0.30 3.68
C21 -4.89 0.10 1.60
H31 -5.25 -0.11 2.62
H32 -5.52 0.91 1.20
H33 -5.06 -0.81 1.00
C22 -2.74 1.14 -2.71
H34 -3.33 1.69 -3.47
H35 -1.70 1.46 -2.80
H36 -2.82 0.07 -2.94
C23 -2.99 2.96 -1.01
H37 -1.90 3.11 -0.91
H38 -3.34 3.57 -1.85
H39 -3.49 3.31 -0.10
C24 -4.84 1.30 -1.41
H40 -5.12 0.26 -1.60
H41 -5.36 1.67 -0.53
H42 -5.20 1.89 -2.27
Zn1 -0.21 0.20 -0.15
N2 0.38 1.37 -1.67
C25 0.88 0.89 -2.69
C26 1.01 1.43 -4.07
C27 0.88 2.82 -4.23
C28 1.18 0.61 -5.19
C29 0.99 3.39 -5.50
H43 0.69 3.43 -3.34
C30 1.28 1.17 -6.47
H44 1.21 -0.48 -5.07
C31 1.20 2.56 -6.62
H45 0.92 4.47 -5.62
H46 1.41 0.52 -7.33
H47 1.29 3.01 -7.61
N3 -1.36 -3.68 1.31
C32 -0.58 -3.05 2.22
N4 0.20 -2.02 1.94
C33 0.83 -1.55 3.10
C34 1.70 -0.45 3.17
C35 2.25 -0.11 4.41
C36 1.95 -0.85 5.56
C37 1.06 -1.93 5.50
C38 0.50 -2.27 4.27
S1 -0.69 -3.53 3.90
H48 -1.79 -4.55 1.61
H49 -1.12 -3.59 0.33
H50 1.91 0.10 2.25
H51 2.93 0.75 4.47
H52 2.41 -0.59 6.51
H53 0.79 -2.52 6.37

Summary:
Net charge: +1
Largest force on an atom in hartree/bohr: 0.0738
LUMO energy in eV: -2.445
Electronic energy in eV: -126101.09740

Löwdin population analysis, charges in e, atoms 1 to 4:
1. C -0.346
2. C -0.314
3. C -0.027
4. C -0.021